{
  "formula": "C5H13NO",
  "method": "the ωB97M-V functional and the def2-TZVPD basis",
  "elements": ["C", "C", "C", "C", "N", "C", "O", "H", "H", "H", "H", "H", "H", "H", "H", "H", "H", "H", "H", "H"],
  "xyz": [[1.0356, -0.6120, 2.2258], [-0.4011, -0.6836, 1.7909], [-0.8011, 0.3015, 0.6564], [0.0733, 0.0985, -0.6564], [-0.1322, -1.2488, -1.3526], [-0.2352, 1.1314, -1.6824], [0.8322, 1.1414, -2.7170], [1.0539, -1.1856, 3.1809], [1.5770, -1.2801, 1.5610], [1.3264, 0.3670, 2.4005], [-0.5984, -1.6754, 1.2659], [-1.2271, -0.6005, 2.5172], [-1.8706, 0.4930, 0.3915], [-0.5562, 1.3233, 1.0238], [1.1171, 0.3145, -0.4710], [0.3577, -1.4515, -2.1918], [-1.1647, -1.5316, -1.3065], [-1.1629, 0.9645, -2.2980], [-0.0706, 2.1377, -1.1740], [0.8467, 1.9962, -3.1641]],
  "forces_ev_per_angstrom": [[-1.6, -3.2, 1.2], [-2.9, -1.1, -2.7], [1.4, 1.3, -0.8], [-1.5, -1.3, -1.4], [-2.1, 0.3, 3.4], [0.9, 2.6, -1.5], [-0.3, -0.6, 0.7], [0.3, 0.6, -0.3], [0.7, 0.8, -0.3], [1.2, 1.7, 0.0], [0.4, 0.7, 1.0], [0.8, 0.0, 0.4], [0.5, -1.2, 0.3], [0.3, -0.3, -0.3], [0.4, -0.7, 0.5], [0.1, 0.3, -0.6], [2.4, 0.6, -0.5], [0.4, 0.4, 1.3], [-1.2, -0.8, -0.6], [-0.2, -0.2, 0.3]],
  "lowdin_charge": [-0.107, -0.287, -0.174, -0.376, 0.034, -0.237, -0.116, 0.085, 0.080, 0.051, 0.110, 0.103, 0.119, 0.105, 0.128, 0.043, 0.105, 0.132, 0.133, 0.070],
  "total_energy_ev": -8931.9636,
  "gap_ev": 9.755,
  "lumo_energy_ev": 1.00,
  "de_lowest_ev": 2.047,
  "homo_ev": -8.76
}